C27H42N7O5SiSn | ωB97M-V/def2-TZVPD

```
! wB97M-V def2-TZVPD RIJCOSX def2/J DEFGRID3
* xyz 1 1
Sn 0.8731 0.2592 0.4551
O 7.2144 -0.3105 -0.6666
C 5.8998 -0.1452 -0.5534
C 4.9798 -0.9364 -1.2514
C 3.6367 -0.7174 -1.0406
N 3.2216 0.2066 -0.2011
C 4.0542 1.0125 0.4244
C 5.4176 0.8764 0.2775
C 3.4093 2.1448 1.2496
O 4.1289 2.9070 1.8464
O 2.1416 2.1429 1.1885
C 2.5469 -1.4431 -1.8528
O 2.8903 -2.1991 -2.7335
O 1.3750 -1.1228 -1.5075
H 7.4329 -1.0258 -1.2802
H 5.2821 -1.7047 -1.9470
H 6.0907 1.5368 0.7991
C -2.4292 -4.2339 2.1017
N -2.0563 -2.8505 1.8895
C -3.1148 -1.9091 2.1482
C -0.9118 -2.5143 1.2253
N -0.8089 -1.5509 0.3380
C -1.8600 -1.1123 -0.4458
C -2.9733 -1.9057 -0.7397
C -4.0580 -1.4090 -1.4360
C -4.0481 -0.0958 -1.8761
C -2.8898 0.6461 -1.7414
C -1.7730 0.1399 -1.0846
N -0.6005 0.9229 -1.1095
C -0.1574 1.3051 -2.3127
N -0.5233 0.6925 -3.4558
C -0.7918 -0.7222 -3.5573
C -0.7869 1.4447 -4.6630
N 0.6536 2.3741 -2.4171
C 0.6963 3.4149 -1.4204
C 1.7285 2.4443 -3.3837
N 0.1899 -3.2082 1.5907
C 0.3967 -3.6774 2.9456
C 1.3443 -3.2919 0.7349
H -3.3006 -4.4813 1.4862
H -2.6932 -4.4011 3.1467
H -1.6190 -4.8986 1.8188
H -3.4326 -2.0265 3.1846
H -3.9794 -2.0761 1.5013
H -2.7570 -0.8969 1.9979
H -2.9766 -2.9360 -0.4199
H -4.9104 -2.0437 -1.6317
H -4.9162 0.3377 -2.3478
H -2.8363 1.6409 -2.1608
H -0.3272 -1.2471 -2.7279
H -0.3462 -1.0815 -4.4846
H -1.8605 -0.9448 -3.5747
H -0.7738 2.5114 -4.4542
H -1.7813 1.1689 -5.0225
H -0.0662 1.2207 -5.4516
H -0.1625 3.3311 -0.7602
H 0.6764 4.3821 -1.9293
H 1.6024 3.3541 -0.8169
H 1.7570 1.5531 -4.0027
H 2.6772 2.5182 -2.8450
H 1.6386 3.3287 -4.0187
H -0.4302 -3.3794 3.5863
H 1.3176 -3.2371 3.3406
H 0.4982 -4.7651 2.9742
H 1.0460 -3.1253 -0.2959
H 1.7883 -4.2841 0.8219
H 2.1062 -2.5506 1.0125
C -2.9465 1.8833 1.7776
Si -1.3037 2.2591 2.6709
C -0.4741 3.8732 2.1329
C -1.5546 2.2633 4.5756
C -0.1143 0.7499 2.5888
H -3.6436 1.3718 2.4343
H -2.8022 1.2708 0.8930
H -3.4362 2.7964 1.4555
H -0.4731 4.6009 2.9382
H -0.9636 4.3334 1.2812
H 0.5600 3.6774 1.8657
H -2.3097 2.9966 4.8368
H -0.6346 2.5425 5.0764
H -1.8744 1.3028 4.9644
H -0.5599 -0.2052 2.8555
H 0.7704 0.9277 3.1890
*
```

The calculation puts the HOMO-LUMO gap at 0.247 Eh. The value obtained for the LUMO energy is -0.1521 Ha. The maximum force is 2.1 eV/A.



C4H12 | ωB97M-V/def2-TZVPD

```
! wB97M-V def2-TZVPD RIJCOSX def2/J DEFGRID3
* xyz 0 1
C -0.0879 0.6392 1.1481
C 0.6887 1.3346 2.3119
H 0.6826 0.0147 0.6188
H -0.8255 0.0009 1.6884
H -0.5838 1.3031 0.5334
H 0.1635 2.2425 2.6174
H 1.7203 1.5352 1.8337
H 0.7817 0.5914 3.1310
C 0.0043 -0.5252 -2.2984
C -0.6292 -1.4028 -1.1896
H -0.6881 -0.1329 -3.0749
H 0.4324 0.3659 -1.7141
H 0.8066 -1.1247 -2.7342
H -1.0001 -0.8056 -0.3842
H 0.0287 -2.1439 -0.8991
H -1.4942 -1.8925 -1.5881
*
```

The calculation puts the HOMO-LUMO gap at 0.456 Eh. The relative energy (zero: lowest compared OMol25 entry of this formula, charge and spin) comes out at 0.837 eV. The value obtained for the LUMO energy is 0.0407 Ha. The maximum force is 4.0 eV/A.



C4H10N3 | ωB97M-V/def2-TZVPD

```
! wB97M-V def2-TZVPD RIJCOSX def2/J DEFGRID3
* xyz 1 1
C -1.9618 -0.7812 -0.8924
C -1.1560 0.5804 0.8289
C 0.2893 0.4263 0.1602
C 0.3994 1.6009 -0.7652
N -2.1060 -0.0508 0.0705
N 0.4585 -0.7421 -0.5827
N 0.7723 -1.8970 0.1589
H -2.5480 -1.2726 -1.5427
H -1.3888 0.2393 1.8746
H -1.4124 1.6411 0.7571
H 1.0609 0.4755 1.1499
H 1.1076 1.1949 -1.5168
H 0.7366 2.4819 -0.2014
H -0.5190 1.5586 -1.3220
H 0.1841 -2.2568 1.0981
H 1.7869 -1.9548 0.3854
H 0.7779 -2.5585 -0.6264
*
```

The calculation puts the HOMO-LUMO gap (spin up / spin down) at 0.321 / 0.321 Eh. The relative energy (zero: lowest compared OMol25 entry of this formula, charge and spin) comes out at 6.197 eV. The value obtained for the LUMO energy (spin up / spin down) is -0.1708 / -0.1708 Ha. The maximum force is 6.5 eV/A.



C16H32AlB2O8 | ωB97M-V/def2-TZVPD

```
! wB97M-V def2-TZVPD RIJCOSX def2/J DEFGRID3
* xyz 1 1
Al 23.9981 30.3707 -31.0402
B 22.4653 28.7762 -31.9561
H 22.0339 29.4945 -31.2762
H 21.6750 28.3760 -32.5720
H 23.2292 29.2856 -32.5229
H 22.9690 27.9816 -31.4277
B 24.6114 31.6534 -29.2093
H 24.3470 30.6610 -28.8786
H 24.7266 32.3377 -28.3830
H 25.4290 31.5546 -29.9065
H 23.8819 31.9964 -29.9265
O 25.5494 30.7612 -31.5027
C 26.7856 30.8726 -31.2829
O 27.3801 31.7720 -30.5539
C 28.8257 31.5192 -30.4316
C 29.0353 30.1271 -31.1844
C 27.8404 30.0049 -31.9362
H 29.1919 31.4448 -29.4076
H 29.4191 32.2707 -30.9524
H 29.0858 29.2724 -30.5098
H 29.8128 29.9446 -31.9262
H 27.4594 29.0717 -32.3510
H 28.0351 30.6127 -32.8198
O 25.1827 29.4716 -30.2802
C 25.9595 29.1886 -29.3730
O 27.2933 29.4875 -29.3244
C 28.0153 29.0368 -28.1188
C 27.0601 28.1682 -27.3559
C 25.6958 28.4768 -28.0852
H 28.1846 29.9143 -27.4948
H 28.8719 28.4697 -28.4830
H 26.8892 28.3955 -26.3037
H 27.4083 27.1361 -27.3155
H 24.7974 28.8674 -27.6072
H 25.3976 27.5055 -28.4797
O 22.2970 30.6990 -31.7555
C 21.7881 31.6332 -32.4430
O 20.5947 31.5693 -32.9741
C 20.4022 32.6844 -33.7928
C 21.1967 33.6780 -33.1687
C 22.5051 32.8948 -32.8257
H 19.3327 32.8832 -33.8624
H 20.7783 32.3428 -34.7572
H 20.5739 34.0921 -32.3758
H 21.4913 34.4262 -33.9046
H 23.1780 33.2672 -32.0532
H 22.9975 32.4980 -33.7135
O 23.4442 29.4663 -29.8764
C 23.0969 28.6904 -29.0059
O 21.9461 28.8888 -28.3621
C 21.6016 28.0126 -27.3375
C 22.2995 26.7558 -27.8589
C 23.5702 27.3528 -28.5578
H 20.5198 27.8802 -27.3218
H 22.0020 28.3214 -26.3718
H 21.5711 26.2092 -28.4579
H 22.4985 25.9947 -27.1044
H 23.9684 26.8724 -29.4515
H 24.3890 27.3852 -27.8389
*
```

The calculation puts the HOMO-LUMO gap at 0.249 Eh. The relative energy (zero: lowest compared OMol25 entry of this formula, charge and spin) comes out at 12.496 eV. The value obtained for the LUMO energy is -0.0886 Ha. The maximum force is 17.3 eV/A.



C4H15N2O2 | ωB97M-V/def2-TZVPD

```
! wB97M-V def2-TZVPD RIJCOSX def2/J DEFGRID3
* xyz 1 1
C 0.3417 0.0547 -2.3517
O -0.7206 0.8752 -1.8136
C 1.0771 -0.6714 -1.1745
C 1.8611 0.3813 -0.4203
C 2.4382 -0.1768 0.8517
N 3.1500 0.7960 1.6772
N 0.0809 -1.0541 -0.2381
H 1.0230 0.7007 -2.8981
H -0.1081 -0.6801 -3.0428
H -1.0347 0.3117 -1.0846
H 1.7524 -1.4908 -1.5029
H 1.1312 1.1744 -0.1635
H 2.6340 0.8272 -1.0535
H 3.2805 -0.8210 0.5275
H 1.7298 -0.8112 1.4158
H -2.8081 -0.1014 1.6243
H 2.5962 1.5727 2.0450
H 3.4270 0.2290 2.5043
H -2.7973 0.5691 1.2238
H -0.5864 -1.6926 -0.7558
H -6.4286 0.2006 0.8269
H -6.2698 -0.1669 2.3103
O -5.7694 -0.0262 1.4925
*
```

The calculation puts the HOMO-LUMO gap at 0.158 Eh. The relative energy (zero: lowest compared OMol25 entry of this formula, charge and spin) comes out at 8.411 eV. The value obtained for the LUMO energy is -0.3417 Ha. The maximum force is 3.1 eV/A.



C14H26F2NO8S2 | ωB97M-V/def2-TZVPD

```
! wB97M-V def2-TZVPD RIJCOSX def2/J DEFGRID3
* xyz -1 1
C -2.5271 0.3410 -3.2031
C -1.7783 1.1335 -2.1281
C -0.2505 1.1564 -2.3270
C 0.4120 2.5193 -2.0406
C 1.7500 2.4513 -1.2886
C 2.7228 1.3663 -1.7752
C 3.5567 0.7091 -0.6636
C 2.8817 -0.4584 0.0264
O 2.3743 -1.4408 -0.8771
C 1.6469 -2.3054 -0.1081
O 1.3814 -3.4095 -0.4138
O 1.2938 -1.6999 1.0616
C 1.7394 -0.3324 1.0301
O 0.7021 0.4556 0.5973
C -0.3272 0.6881 1.5682
C 0.0352 1.7441 2.6066
C 0.7772 1.2935 3.8740
C 0.2415 0.0166 4.5166
H -3.5703 0.6531 -3.2797
H -2.5301 -0.7228 -2.9592
H -2.0584 0.4561 -4.1851
H -1.9811 0.6383 -1.1746
H -2.1614 2.1571 -2.0783
H -0.0226 0.8535 -3.3544
H 0.1973 0.3920 -1.6906
H -0.2799 3.1101 -1.4310
H 0.5368 3.0825 -2.9714
H 1.5573 2.3272 -0.2246
H 2.2587 3.4179 -1.3882
H 2.1852 0.5618 -2.2782
H 3.4115 1.8022 -2.5034
H 3.8378 1.4459 0.0957
H 4.4662 0.3044 -1.1123
H 3.6526 -0.9602 0.6337
H 2.1143 -0.0507 2.0159
H -0.6195 -0.2638 2.0125
H -1.1811 1.0298 0.9859
H 0.6246 2.5215 2.1079
H -0.8985 2.2258 2.9138
H 0.7033 2.1071 4.6026
H 1.8491 1.1775 3.6843
H 0.8343 -0.2357 5.3980
H 0.3147 -0.8397 3.8433
H -0.8031 0.1227 4.8146
N -2.5208 -3.7909 0.0305
S -2.8330 -2.2674 -0.2531
O -3.9394 -1.7403 0.4837
O -2.6639 -1.8430 -1.6077
F -1.5599 -1.6713 0.4931
S -3.5439 -4.8666 -0.4910
O -3.2532 -6.1373 0.0880
O -3.8431 -4.7918 -1.8859
F -4.9123 -4.4329 0.2096
*
```

The calculation puts the HOMO-LUMO gap at 0.322 Eh. The value obtained for the LUMO energy is 0.0861 Ha. The maximum force is 1.1 eV/A.



Question: What is the maximum force in the sixth record?
Answer: 1.1 eV/A



Question: Number 2 is which compound?
Answer: C4H12



Question: Look up the maximum force of the fourth one.
Answer: 17.3 eV/A